Here is a 11-piece molecular cluster, C32H93N15O11 overall in a non-equilibrium geometry from the OMol25 dataset. Energies are from wB97M-V/def2-TZVPD.

Structure (XYZ):
```
151
C32H93N15O11 | the OMol25 dataset | wB97M-V/def2-TZVPD
C -3.3353 -14.8872 8.5184
O -3.7274 -14.5250 7.2089
C -4.5482 -15.5040 6.6096
C -4.9012 -14.9992 5.2187
C -6.0159 -15.7791 4.5716
N -3.6877 -14.8713 4.3902
H -4.1968 -14.6960 9.1714
H -2.5482 -14.1927 8.8152
H -2.9925 -15.9165 8.6570
H -3.9928 -16.4538 6.5379
H -5.4740 -15.7158 7.1631
H -5.2409 -13.9779 5.4553
H -5.9279 -16.8604 4.6954
H -6.1129 -15.5498 3.5108
H -6.9815 -15.5020 5.0107
H -2.8670 -15.0199 4.9672
H -3.5812 -13.9050 4.1009
C -8.5916 -10.1678 5.0758
O -8.5576 -9.5594 3.8197
C -9.0621 -8.2415 3.8949
C -9.0962 -7.6451 2.4923
C -9.7159 -6.2687 2.5281
N -9.8497 -8.5435 1.5994
H -8.0258 -11.0958 5.1456
H -9.6310 -10.3410 5.3983
H -8.1744 -9.5249 5.8642
H -10.0945 -8.3125 4.2742
H -8.4785 -7.6067 4.5717
H -8.0378 -7.5914 2.2002
H -10.7008 -6.2356 2.9877
H -9.7287 -5.7960 1.5482
H -9.0774 -5.6594 3.1852
H -9.7771 -9.5061 1.9171
H -9.3414 -8.6001 0.7194
C -2.3584 -9.2026 9.7208
O -2.5289 -7.9774 10.4165
C -1.9459 -7.9858 11.6977
C -2.9707 -8.2712 12.8157
C -3.9661 -7.1543 12.9479
N -2.3036 -8.4933 14.1042
H -1.3454 -9.5899 9.8446
H -2.6218 -9.1404 8.6681
H -3.0969 -9.8980 10.1528
H -1.1435 -8.7260 11.7704
H -1.5562 -6.9807 11.9016
H -3.4347 -9.2309 12.5553
H -3.4993 -6.2768 13.4093
H -4.8418 -7.3837 13.5526
H -4.3019 -6.8262 11.9601
H -1.7891 -7.6668 14.3959
H -1.6023 -9.2225 14.0028
C -5.4447 -12.6150 13.3567
O -4.1553 -12.1384 13.6858
C -3.1308 -13.0984 13.5484
C -2.6037 -13.1638 12.1416
C -1.6346 -14.3423 11.9913
N -1.8445 -11.9326 11.8519
H -5.5131 -12.9413 12.3162
H -6.1052 -11.7711 13.5446
H -5.7278 -13.4422 14.0160
H -2.3287 -12.8804 14.2591
H -3.5116 -14.0680 13.9097
H -3.4353 -13.2740 11.4344
H -2.2298 -15.2627 12.0158
H -1.0042 -14.4481 12.8805
H -0.9642 -14.2535 11.1410
H -2.4442 -11.1280 12.0199
H -1.6258 -11.9039 10.8615
C -6.4421 -5.2525 6.4701
O -7.3378 -5.2144 7.5505
C -6.8017 -5.7834 8.7230
C -7.8504 -5.6842 9.8227
C -7.3107 -6.1029 11.1693
N -9.0154 -6.5438 9.4674
H -5.8864 -6.1972 6.4322
H -5.6744 -4.4710 6.5664
H -6.9987 -5.0790 5.5530
H -6.4740 -6.8186 8.5628
H -5.9207 -5.1887 9.0248
H -8.1906 -4.6461 9.8273
H -6.4404 -5.4908 11.4117
H -7.0371 -7.1635 11.1736
H -8.0479 -6.0068 11.9654
H -8.6173 -7.4748 9.3614
H -9.2767 -6.3067 8.5112
C -18.2204 -8.1876 10.7038
O -16.8808 -7.9133 10.9704
C -16.0046 -8.7366 10.2545
C -14.5815 -8.4534 10.7124
C -14.0762 -7.0431 10.4073
N -13.6945 -9.4734 10.1660
H -18.4742 -8.1007 9.6413
H -18.8666 -7.5445 11.3008
H -18.5392 -9.2021 11.0033
H -16.1947 -9.8015 10.4731
H -16.0623 -8.6443 9.1606
H -14.6245 -8.4830 11.8126
H -14.4514 -6.6057 9.4781
H -12.9878 -7.0151 10.3219
H -14.3874 -6.3960 11.2257
H -12.7598 -9.4117 10.5588
H -13.9754 -10.3955 10.4938
C -9.6932 -9.4871 8.4500
O -8.3002 -9.6084 8.3262
C -7.8004 -10.6610 9.1625
C -6.4263 -11.0083 8.6204
C -5.7800 -12.1215 9.3953
N -5.4914 -9.8804 8.4804
H -10.3674 -10.1841 7.9345
H -9.9550 -8.5250 8.0007
H -10.0242 -9.4224 9.4927
H -7.7721 -10.2927 10.1993
H -8.4652 -11.5255 9.1144
H -6.6860 -11.2744 7.5879
H -4.9534 -12.5933 8.8631
H -6.4581 -12.9844 9.4957
H -5.5890 -11.8468 10.4338
H -5.2208 -9.4694 9.3751
H -6.0863 -9.1350 8.1056
N -4.1284 -10.4803 4.8505
C -3.1092 -11.1253 5.5156
N -3.2825 -11.1692 6.8774
O -2.1646 -11.6567 4.9648
H -4.0042 -10.1418 3.9149
H -4.8259 -10.0209 5.4109
H -4.0471 -10.7362 7.3866
H -2.7389 -11.8967 7.3066
N -11.9791 -4.9231 5.0446
C -12.0978 -6.0461 5.8309
N -11.6492 -5.8325 7.1152
O -12.5569 -7.1049 5.4520
H -11.6092 -4.0792 5.4461
H -12.2575 -4.8668 4.0850
H -11.1955 -4.9768 7.3834
H -11.6424 -6.5707 7.7938
N -10.2915 -14.1700 8.3732
C -9.0890 -14.2937 7.7289
N -8.8024 -13.2287 6.8847
O -8.3735 -15.2701 7.8666
H -10.8611 -13.3530 8.2309
H -10.5939 -14.7803 9.1090
H -9.6327 -12.7578 6.5620
H -8.0532 -13.4483 6.2488
N -6.3503 -15.9458 10.1268
C -6.4531 -15.6482 11.4637
N -5.3653 -16.0497 12.2077
O -7.4342 -15.0655 11.9004
H -5.5157 -16.3759 9.7792
H -7.0837 -15.5887 9.5344
H -4.6066 -16.4349 11.6763
H -5.3957 -16.1522 13.2028
```

For the relative energy (zero: lowest compared OMol25 entry of this formula, charge and spin), the calculation gives 131.7 kJ/mol. Its total energy is -79567.0085 eV. For the HOMO-LUMO gap, the calculation gives 9.2 eV. The HOMO energy comes out at -9.0 eV. For the molar mass, the calculation gives 864.2 g/mol. The SMILES is COC[C@H](C)N.COC[C@H](C)N.COC[C@H](C)N.COC[C@H](C)N.COC[C@H](C)N.COC[C@H](C)N.COC[C@H](C)N.NC(N)=O.NC(N)=O.NC(N)=O.NC(N)=O. The value obtained for the strongest force on any atom is 1.75 eV/Å.

Atomic partial charges in e from the Mulliken method, atoms 1 to 8:
1 C -0.377
2 O -0.155
3 C -0.747
4 C 1.065
5 C -1.324
6 N -0.766
7 H -0.153
8 H 0.162